Below is 11 unconnected molecules or ions with the total composition C57H146N12O19 at a distorted geometry, with properties calculated with wB97M-V/def2-TZVPD.

The geometry in XYZ format:
```
234
Properties=species:S:1:pos:R:3
C 20.65 22.90 17.06
H 18.52 19.23 20.44
H 22.26 15.39 10.35
C 13.42 15.23 15.88
H 17.61 14.84 24.61
H 18.76 13.17 21.16
H 22.50 22.48 16.25
H 16.77 13.85 22.70
H 19.93 22.73 16.26
O 13.35 14.46 25.80
H 11.98 20.60 22.65
O 16.00 18.77 23.44
H 13.80 22.62 18.93
H 16.32 12.12 20.42
H 20.80 17.14 14.56
H 15.26 22.77 21.41
H 19.24 14.72 12.16
O 18.37 11.79 16.27
H 21.42 22.14 19.49
H 17.33 16.66 13.70
C 20.46 26.79 16.96
C 17.37 16.46 12.63
C 16.18 15.07 11.03
C 8.64 18.17 25.53
H 19.99 15.92 24.41
H 19.26 17.56 12.81
H 13.94 15.98 24.73
N 19.62 15.56 12.56
H 15.71 14.23 19.40
O 9.80 18.15 24.76
H 18.63 14.16 16.98
H 22.39 22.86 25.83
H 13.94 20.04 14.10
H 19.13 19.24 18.82
H 10.58 16.83 12.59
H 15.35 15.77 10.90
H 18.47 23.31 21.48
H 13.20 13.76 19.58
H 18.49 20.78 23.35
H 14.94 12.74 21.31
H 14.68 20.11 24.33
C 21.01 15.61 12.11
H 11.27 14.22 25.97
O 14.44 13.18 14.92
H 13.25 20.59 11.34
H 20.55 22.12 21.74
C 16.08 14.30 20.42
H 16.13 13.35 13.75
H 11.80 15.90 18.12
C 14.26 22.35 21.28
O 15.48 15.29 21.19
H 20.34 13.56 8.85
C 15.68 16.60 20.57
H 15.03 17.36 21.00
H 15.61 16.66 19.48
C 10.21 19.36 24.06
C 15.31 12.64 13.88
H 15.38 14.19 24.32
H 21.28 12.19 9.39
H 16.56 22.21 19.57
H 16.70 16.85 20.87
C 16.14 21.65 12.95
C 18.42 10.40 15.91
N 19.60 15.10 15.45
H 14.52 23.84 15.86
C 21.29 15.07 10.72
H 18.15 9.83 16.80
H 18.08 23.05 23.26
C 18.26 12.66 21.98
C 21.78 21.92 16.85
O 12.07 18.33 11.89
H 17.62 10.15 15.22
H 19.08 16.45 17.06
C 19.07 12.96 23.23
C 15.98 18.25 16.42
H 7.81 18.64 25.01
C 20.49 17.37 15.58
N 21.14 24.29 17.00
H 12.21 15.76 22.63
H 10.61 20.08 24.77
H 15.93 14.06 26.02
H 19.54 25.18 15.93
H 22.79 24.41 25.06
C 22.45 23.39 24.88
C 18.83 23.25 22.50
H 16.35 20.52 24.55
O 21.14 13.68 10.74
H 16.72 17.21 12.18
H 11.86 15.71 26.55
H 22.86 21.39 20.02
C 15.20 21.29 11.81
H 15.81 20.42 17.91
N 16.80 12.93 22.29
H 15.94 18.94 18.99
H 11.68 15.49 24.85
H 19.92 14.33 25.26
H 10.02 18.37 12.11
H 12.66 13.82 14.33
H 15.73 20.56 11.20
O 21.51 17.43 16.57
H 15.93 17.78 25.35
H 14.55 16.22 26.38
H 21.45 26.91 16.53
H 19.53 29.03 17.66
H 19.86 12.49 15.04
H 22.16 13.55 8.96
C 13.60 14.32 14.59
H 21.25 21.32 24.12
C 12.02 14.98 25.75
H 19.50 15.30 14.47
H 18.19 12.69 14.47
H 13.65 23.10 20.78
H 20.54 27.01 18.03
H 11.47 13.94 19.51
H 20.67 15.59 9.98
C 15.99 12.91 21.09
C 18.52 14.20 15.90
O 22.64 21.72 17.97
O 15.90 23.93 18.66
H 16.16 16.34 23.14
H 17.07 22.03 12.53
C 12.66 15.24 18.26
H 16.89 15.36 10.25
H 18.50 21.02 21.74
H 17.80 16.60 23.37
H 23.22 22.76 24.42
H 19.36 25.03 17.66
H 21.60 15.18 12.92
H 14.39 15.68 16.09
H 20.13 18.39 15.43
H 16.16 21.03 20.47
H 15.82 11.73 14.18
H 21.75 24.64 17.73
H 21.07 14.59 24.04
H 18.83 17.01 11.23
H 10.52 17.31 10.89
C 15.65 14.74 25.22
C 16.61 17.93 24.51
O 12.32 15.51 20.52
H 18.53 16.82 15.48
O 16.47 20.57 13.75
C 22.49 16.45 16.39
H 17.11 14.58 20.20
H 17.81 19.96 15.21
H 23.43 16.94 16.14
C 12.20 15.00 21.85
O 19.36 27.50 16.34
H 13.64 19.08 21.95
H 17.85 21.18 18.10
C 12.77 19.29 21.32
O 21.38 23.42 24.01
C 10.80 17.64 11.89
O 19.05 14.40 23.34
H 20.31 29.48 16.14
H 12.54 18.34 20.84
H 12.28 18.34 13.96
H 14.51 18.91 12.83
H 15.78 14.09 10.78
C 12.33 19.03 13.11
C 11.33 18.80 23.20
H 19.42 10.10 15.58
C 16.87 16.56 23.94
H 17.86 21.72 14.83
O 14.37 21.13 20.60
C 22.11 21.34 19.23
C 18.80 16.72 12.27
H 11.32 14.36 21.98
N 12.89 14.39 17.03
H 17.51 18.35 24.95
C 20.08 25.26 16.88
H 15.16 18.93 16.17
C 13.11 20.49 20.37
H 8.72 18.67 26.49
H 13.40 22.73 17.24
H 19.25 24.22 22.76
C 19.38 16.41 16.02
H 8.25 17.15 25.60
C 17.23 20.84 14.93
H 12.14 18.48 23.85
C 12.41 14.50 19.51
N 15.24 23.99 16.55
H 19.32 20.73 19.92
H 15.01 22.08 11.09
C 18.85 12.78 15.33
C 19.88 22.15 22.60
C 21.21 13.28 9.44
H 18.70 12.51 24.15
C 20.04 14.83 24.30
H 15.55 17.39 16.93
H 20.22 22.62 18.02
H 22.80 15.87 17.26
H 17.54 14.52 15.54
H 9.45 19.69 23.35
H 16.42 17.91 15.48
H 15.45 20.68 22.95
H 13.11 20.09 19.35
O 16.76 15.20 12.37
C 16.45 19.63 18.32
H 20.07 12.61 23.00
O 16.96 18.90 17.21
N 11.72 19.75 22.18
H 22.32 15.74 15.58
H 13.04 14.41 22.21
N 16.98 21.40 20.01
H 11.06 17.87 22.70
H 14.76 12.46 12.95
C 19.48 28.92 16.58
N 16.93 15.48 25.01
N 19.10 20.94 22.55
H 12.25 21.15 20.26
H 18.43 11.60 21.80
H 19.89 22.07 24.88
H 13.89 22.28 22.30
H 21.47 20.95 16.47
H 13.99 14.94 13.78
C 14.36 15.48 25.60
H 16.55 21.09 15.75
N 14.02 22.95 18.01
H 13.58 15.81 18.40
H 11.64 19.87 13.16
H 15.91 24.70 16.28
H 21.66 20.35 19.18
C 17.55 20.56 18.94
H 18.59 29.44 16.25
H 12.76 16.02 15.51
C 20.59 22.18 24.05
C 15.12 23.65 17.79
H 15.65 22.31 13.67
C 15.65 20.08 23.84
C 13.78 19.67 13.09
H 21.25 16.68 12.15
N 13.80 20.84 12.15
C 18.71 19.88 19.59
H 12.00 14.07 16.69
```

calculated total energy = -118243.084 eV
molar mass = 1303.86 g mol⁻¹
charge = 0
maximum force = 0.117 hartree/bohr

---

Below is a molecular structure, C57H36BrN6O2Pb at a distorted geometry, with properties calculated with wB97M-V/def2-TZVPD.

The geometry in XYZ format:
```
103
Properties=species:S:1:pos:R:3
H 3.47 1.92 8.06
H 2.41 -7.46 1.24
C -3.36 -2.14 -6.27
C -3.86 5.39 0.77
H -3.91 -2.49 -7.13
H -3.11 1.14 -3.68
H -3.99 -2.75 1.81
C 2.22 -0.32 2.57
C -1.36 0.51 -2.45
C 1.14 -2.73 -0.92
C 1.97 -2.96 0.18
H 1.27 -0.33 5.19
H 3.59 -1.19 4.12
C -6.15 0.22 0.62
H -2.23 7.58 -1.21
C 3.06 -2.41 2.39
C 2.15 -5.39 0.81
C 0.13 3.92 2.00
C -1.78 -0.62 -5.30
H -0.32 4.89 2.08
H -2.35 -0.59 -7.36
N 0.53 -1.55 -1.25
H -3.17 3.41 1.24
H -0.66 5.69 -1.35
H -4.76 5.31 1.37
C 2.33 0.70 6.74
C 0.76 -3.71 -1.90
H -6.76 1.05 0.28
C -3.60 6.56 0.07
C -0.96 3.22 -0.16
H 5.51 -5.63 -1.07
C 2.68 -4.27 0.18
H 3.57 -3.34 2.54
N 1.76 -0.84 1.41
C -2.51 -0.63 0.87
C -1.83 4.43 -0.08
C -1.28 2.34 -1.20
C 3.30 2.33 4.71
C 1.96 0.46 5.43
C 2.44 1.28 4.40
H 1.28 0.93 -2.79
C -2.98 4.33 0.70
C -4.00 -0.79 0.96
C 1.28 2.01 2.36
C 2.23 -2.11 1.26
H 1.21 -5.32 1.33
C 2.83 -6.59 0.75
H -6.45 -2.86 2.01
C 3.39 1.01 -3.13
C 5.84 1.05 -3.24
C -4.60 -1.93 1.47
H 1.93 0.07 7.52
C -2.81 -2.31 -3.94
N 2.29 0.71 -1.03
C 4.03 -6.69 0.07
C 3.47 0.69 -0.44
C -1.92 -1.25 -4.07
H -1.08 0.21 -5.39
C 0.94 3.30 2.89
C 1.99 0.99 3.03
C -2.36 2.51 -2.14
C 3.19 1.74 7.04
N -0.68 1.14 -1.45
H 3.69 2.95 3.92
N 0.70 1.91 1.12
C 4.67 0.80 -1.11
O -2.07 0.51 1.11
C -2.41 1.38 -2.91
C -3.53 -2.75 -5.04
C -2.44 6.67 -0.68
C -0.27 -1.76 -2.33
N 6.82 1.14 -3.83
C 4.57 -5.57 -0.55
H 5.60 0.77 -0.58
H -4.29 7.38 0.12
H 1.26 3.67 3.85
H -4.23 -3.56 -4.93
C 4.64 0.95 -2.50
H 3.47 0.61 0.64
H 4.29 -3.48 -0.99
C 3.05 -1.31 3.20
C -0.12 -3.12 -2.76
C -4.78 0.28 0.52
O -1.80 -1.59 0.53
C 2.26 0.88 -2.35
C 3.68 2.55 6.03
H 3.31 1.16 -4.19
Br -8.63 -1.00 1.28
C -1.56 5.60 -0.76
C -0.06 3.02 0.89
H 4.35 3.37 6.26
Pb 0.16 0.02 0.20
H 1.09 -4.73 -1.91
H -3.00 3.36 -2.20
H -2.95 -2.78 -2.98
C -1.13 -0.80 -2.90
H -4.29 1.16 0.12
H -0.60 -3.57 -3.60
C -2.48 -1.07 -6.40
C -5.97 -1.99 1.59
C 3.89 -4.36 -0.50
C -6.74 -0.92 1.15
H 4.55 -7.63 0.02
```

calculated total energy = -148013.856 eV
molar mass = 1124.06 g mol⁻¹
charge = +1
maximum force = 0.032 hartree/bohr

---

Below is a molecular structure, C57H45Cl5N4O5SiTl, with properties calculated with wB97M-V/def2-TZVPD.

The geometry in XYZ format:
```
118
Properties=species:S:1:pos:R:3
C 2.16 -3.75 1.19
H 7.81 -1.95 -0.44
C -5.33 0.34 1.79
C 1.58 6.96 0.89
H 0.18 4.78 -1.97
Cl 0.82 1.80 -2.59
C -0.93 -5.57 1.75
C -9.48 0.92 2.07
C -2.74 -0.88 0.51
C -2.39 1.57 0.32
C 3.18 3.05 0.41
C -0.47 -0.81 -3.56
C 1.04 -2.93 0.79
H -0.03 -7.56 -1.41
H -7.36 1.80 -1.12
C 1.95 9.70 0.37
O -8.78 1.28 0.90
C -1.45 -9.74 1.54
H -9.15 1.50 2.94
H -3.52 1.65 -4.62
C -0.45 -4.88 0.64
C -4.67 0.66 0.61
C 1.83 2.54 0.35
C 9.81 -0.82 2.75
C -2.75 -3.12 0.69
C -0.28 -6.99 -0.53
C -1.41 -2.62 0.52
C 3.23 -2.93 1.30
C 2.78 -1.61 0.94
H 0.28 -5.10 -1.35
H -10.53 1.13 1.87
H -3.02 -4.15 0.81
C 1.25 7.54 -0.33
C 0.46 -1.31 -2.66
C -0.26 -3.41 0.63
H 5.07 1.98 0.67
C -3.20 0.44 0.46
C 5.84 -1.29 0.12
C 4.00 1.99 0.59
H 2.02 10.70 -0.06
C -3.40 -1.70 -5.01
C -5.42 1.19 -0.44
H -3.88 3.22 0.59
C -2.86 2.93 0.43
C 3.14 0.82 0.64
C 1.57 -1.94 -3.18
C 5.67 -0.23 2.25
C -7.43 1.05 0.88
H 4.23 -3.18 1.59
C -1.77 3.73 0.35
N -1.04 1.58 0.16
Cl 2.72 -2.72 -2.14
H 0.48 7.23 -2.29
H 2.96 9.37 0.65
H 9.40 -1.32 3.63
Cl 1.31 -1.26 -7.11
H 2.11 -4.81 1.39
C 7.80 -1.02 1.48
C -0.17 -0.72 -4.92
Tl 0.28 -0.11 -0.70
H 9.73 0.27 2.89
N 1.85 1.19 0.47
O -0.93 -9.02 0.45
C -0.79 -7.66 0.58
C -3.57 -2.04 0.71
C -3.93 1.15 -3.74
H -1.73 4.80 0.42
C -6.69 0.53 1.93
H 3.47 4.08 0.30
C -0.63 2.87 0.20
H -9.37 -0.15 2.30
C 0.55 5.40 -1.17
H -3.32 -1.20 -5.97
C -4.09 -1.44 -2.10
H -4.24 -0.79 -1.24
C 1.40 5.59 1.06
H -3.67 1.75 -2.87
H 5.37 -1.64 -0.79
H 7.48 -0.04 3.38
O 1.39 8.88 -0.62
C -6.78 1.39 -0.31
N 1.45 -1.64 0.65
H -4.93 1.46 -1.36
C 5.06 -0.67 1.09
H -5.01 1.13 -3.83
C 1.83 -1.99 -4.56
C -0.12 -5.62 -0.49
H -3.50 -2.29 -1.76
H -1.50 -10.78 1.22
C 7.20 -1.47 0.31
H -4.64 -2.03 0.82
H -2.46 -9.39 1.80
H 5.07 0.26 3.01
H -0.80 -9.66 2.42
C 0.89 4.80 0.05
N -1.44 -1.27 0.38
C 0.97 -1.32 -5.42
Cl -1.15 0.26 -5.95
O -1.63 -0.38 -3.05
H -2.63 -2.48 -4.98
H 1.33 9.74 1.27
C -1.11 -6.95 1.73
C 0.69 3.33 0.21
H 10.86 -1.09 2.63
H -4.76 -0.06 2.62
C 0.73 6.75 -1.35
H -4.37 -2.20 -4.95
H 1.65 5.14 2.01
Cl 3.20 -2.83 -5.19
H -1.49 -7.44 2.61
O 9.16 -1.24 1.58
C 7.04 -0.40 2.46
C 3.60 -0.48 0.88
H -7.17 0.28 2.87
H -1.17 -5.01 2.65
Si -3.21 -0.57 -3.52
H -5.06 -1.80 -2.43
H 1.97 7.54 1.71
```

calculated total energy = -151223.892 eV
molar mass = 1275.74 g mol⁻¹
charge = -1
maximum force = 0.012 hartree/bohr

---

| no. | E_HOMO (hartree) | lowest unoccupied orbital energy (eV) | frontier orbital gap (eV) |
| --- | --- | --- | --- |
| 1 | -0.299 | 0.2 | 8.4 |
| 2 | -0.368 | -4.3 | 5.7 |
| 3 | -0.157 | 1.3 | 5.6 |